1.
10
Properties=species:S:1:pos:R:3:forces:R:3:nbo_charge:R:1 method="wB97M-V/def2-TZVPD" total_charge=0 e_above_lowest_kcal_mol=95.85 homo_lumo_gap_ev=9.29 lumo_energy_ev=0.894 e_homo_ev=-8.4 largest_force_ev_per_a=1.04
N 0.250 -1.557 -1.199 0.086 0.049 0.062 -0.84
C 0.497 -0.268 -0.902 0.295 0.723 0.021 0.52
N 0.892 0.839 -0.906 -0.325 -0.984 -0.078 -0.47
C 0.000 1.913 0.564 -0.240 -0.348 0.501 0.13
N -0.616 1.061 1.164 0.300 0.384 -0.378 -0.12
N -0.843 -0.187 1.045 -0.086 0.109 0.026 -0.61
H -0.156 -2.071 -0.431 0.047 0.063 -0.119 0.42
H 1.004 -2.030 -1.681 -0.077 0.065 0.050 0.40
H 0.663 2.728 0.789 -0.102 -0.085 -0.060 0.23
H -1.691 -0.428 1.558 0.102 0.023 -0.024 0.35


2.
87
Properties=species:S:1:pos:R:3:forces:R:3:lowdin_spin:R:1 method="wB97M-V/def2-TZVPD" total_charge=0 e_above_lowest_kcal_mol=0.00 homo_lumo_gap_ev="7.61 / 8.91" lumo_energy_ev="0.319 / 0.319" e_homo_ev="-7.3 / -8.6" multiplicity=2 largest_force_ev_per_a=2.50
C -7.856 0.840 -1.733 -0.025 -0.180 0.185 0.00
C -8.209 1.946 -2.674 -0.414 0.800 -0.397 0.00
H -8.477 0.881 -0.836 0.140 -0.108 -0.014 0.00
H -6.798 0.903 -1.444 -0.241 0.010 -0.018 0.00
H -8.009 -0.144 -2.200 0.027 0.199 0.062 0.00
C -9.370 2.618 -2.683 0.462 -0.519 -0.211 0.00
C -10.524 2.337 -1.783 -0.487 0.195 0.369 0.00
H -9.544 3.413 -3.412 0.237 -0.327 0.122 0.00
H -10.209 2.146 -0.748 -0.138 -0.013 -0.235 0.00
H -11.138 1.486 -2.118 0.263 0.165 0.061 0.00
H -11.184 3.213 -1.782 0.036 -0.216 0.165 0.00
Ce -0.157 -0.153 -0.203 0.075 -0.777 0.942 1.01
Cl 0.513 -2.023 -1.882 0.264 -0.579 -0.833 0.00
Cl -2.654 -0.472 -0.780 -0.975 -0.293 -0.138 0.00
C -0.317 1.087 -3.055 0.365 0.438 1.323 0.00
O 0.057 1.456 -1.892 -0.444 0.275 -2.449 0.00
N -0.306 1.888 -4.108 -0.183 0.207 -0.137 0.00
C 0.006 3.307 -3.962 0.032 -0.065 -0.001 0.00
C -0.728 1.418 -5.428 -0.156 -0.303 0.086 0.00
H -0.682 0.061 -3.212 0.197 0.207 -0.121 0.00
H 0.547 3.446 -3.025 -0.063 0.040 -0.165 0.00
H -0.924 3.896 -3.932 0.311 -0.143 -0.063 0.00
H 0.623 3.619 -4.814 -0.170 0.003 0.247 0.00
H -0.757 0.325 -5.396 0.003 0.190 -0.141 0.00
H -0.010 1.739 -6.196 -0.140 -0.087 0.301 0.00
H -1.730 1.785 -5.696 0.373 0.008 0.154 0.00
H -3.367 0.493 3.771 0.369 0.202 -0.141 0.00
H -3.498 1.911 1.216 0.160 0.202 0.225 0.00
C -2.612 1.260 4.005 0.253 0.138 -0.159 0.00
C -3.025 2.602 1.932 -0.097 -0.233 -0.055 0.00
N -2.086 1.894 2.794 0.013 -0.041 -0.070 0.00
H -1.774 0.793 4.525 -0.218 -0.025 0.047 0.00
C -0.870 1.619 2.344 0.278 -0.340 -1.068 0.00
O -0.498 1.832 1.148 -0.400 0.458 1.868 0.00
H -2.494 3.387 1.385 -0.142 -0.201 0.061 0.00
H -0.189 1.131 3.060 -0.265 0.223 -0.171 0.00
H -3.079 2.019 4.634 0.077 -0.008 0.070 0.00
H -3.779 3.042 2.587 -0.008 0.029 -0.201 0.00
O -6.108 3.015 -2.873 -0.202 0.246 -0.015 0.00
C -7.092 2.320 -3.630 0.461 0.362 -0.324 0.00
C -7.769 4.475 -4.866 0.049 -0.207 -0.347 0.00
C -7.570 3.093 -4.868 -0.093 -0.501 0.247 0.00
H -7.507 5.048 -3.972 -0.077 -0.136 -0.333 0.00
C -8.313 5.091 -6.003 0.146 -0.302 0.151 0.00
H -6.644 1.381 -3.986 -0.050 0.010 -0.089 0.00
C -7.925 2.328 -5.990 0.136 0.370 0.350 0.00
H -8.454 6.170 -5.997 -0.043 -0.225 -0.099 0.00
C -8.665 4.325 -7.121 0.090 0.105 0.114 0.00
C -8.467 2.941 -7.115 0.043 0.006 0.075 0.00
H -7.772 1.245 -5.931 -0.096 0.366 -0.219 0.00
H -9.087 4.812 -8.004 0.137 -0.150 0.298 0.00
H -8.729 2.334 -7.984 0.027 0.248 0.218 0.00
Si -4.498 3.432 -2.984 -0.902 -0.076 -0.093 0.00
Cl -0.679 -1.417 2.110 0.060 -0.173 0.654 0.00
C -4.434 5.222 -2.469 0.029 0.209 -0.032 0.00
C -3.925 3.242 -4.760 0.028 0.054 -0.133 0.00
C -3.602 2.347 -1.798 0.102 0.068 -0.199 0.00
H -5.154 5.808 -3.062 0.267 -0.089 0.160 0.00
H -3.423 5.629 -2.633 -0.282 0.018 0.117 0.00
H -4.697 5.330 -1.405 0.118 -0.012 -0.331 0.00
H -4.071 2.371 -0.808 0.064 0.060 -0.212 0.00
H -2.546 2.615 -1.688 -0.030 -0.072 0.076 0.00
H -3.647 1.308 -2.136 0.046 0.176 0.066 0.00
H -4.627 3.766 -5.429 0.209 -0.132 0.150 0.00
H -3.892 2.186 -5.067 -0.009 0.249 0.075 0.00
H -2.928 3.686 -4.901 -0.257 -0.141 -0.034 0.00
C 4.454 1.701 1.141 -0.108 -0.115 0.151 0.00
N 4.307 0.310 1.539 0.516 -0.190 0.246 0.00
C 5.514 -0.333 2.060 0.224 0.314 0.010 0.00
C 3.227 -0.423 1.149 -1.221 0.449 -0.580 0.00
N 2.273 0.093 0.378 1.533 -0.185 0.823 0.00
N 3.167 -1.718 1.600 0.394 0.473 -0.013 0.00
C 3.334 -2.020 3.012 -0.113 -0.086 0.239 0.00
C 2.438 -2.741 0.880 -0.379 -0.139 -0.207 0.00
H 5.399 2.049 1.558 -0.237 0.175 -0.094 0.00
H 3.644 2.314 1.545 0.024 0.009 -0.083 0.00
H 4.494 1.817 0.051 -0.016 0.005 0.071 0.00
H 5.441 -0.490 3.146 0.298 -0.018 -0.387 0.00
H 5.713 -1.288 1.556 -0.103 0.256 0.205 0.00
H 6.347 0.364 1.879 -0.183 -0.505 0.040 0.00
H 2.532 1.045 0.102 -0.019 -0.410 -0.088 0.00
H 2.356 -2.222 3.485 0.252 0.068 -0.240 0.00
H 3.960 -2.918 3.104 -0.069 0.173 0.159 0.00
H 3.805 -1.193 3.548 -0.287 -0.277 -0.095 0.00
H 1.393 -2.800 1.219 0.230 -0.079 -0.104 0.00
H 2.445 -2.545 -0.193 0.031 0.025 0.180 0.00
H 2.930 -3.705 1.068 -0.102 0.198 -0.025 0.00


3.
14
Properties=species:S:1:pos:R:3:forces:R:3:nbo_charge:R:1 method="wB97M-V/def2-TZVPD" total_charge=-1 e_above_lowest_kcal_mol=204.82 homo_lumo_gap_ev=4.45 lumo_energy_ev=1.698 e_homo_ev=-2.7 largest_force_ev_per_a=6.13
C 0.390 0.654 0.337 1.822 -1.356 2.583 -0.27
C 1.085 -0.646 0.161 -2.988 1.122 -2.673 -0.25
O 3.267 1.161 -0.737 -1.057 0.477 1.634 -1.35
N -0.199 -0.568 1.173 0.495 2.136 -2.459 -0.36
C -2.454 -0.460 0.008 -2.915 1.256 -5.240 -0.07
O -2.501 0.485 -0.957 1.214 -3.643 2.182 -0.59
H 1.043 1.400 0.853 -1.011 -0.575 -0.133 0.24
H -0.341 1.080 -0.313 -0.373 -0.082 -0.908 0.23
H 1.086 -1.055 -0.930 -0.365 0.197 2.402 0.22
H 2.014 -0.707 0.685 0.306 -0.302 0.368 0.26
H 3.705 0.816 -1.483 0.875 -0.657 -1.438 0.39
H -1.432 -0.428 0.595 4.210 -0.632 1.831 0.23
H -3.130 -0.104 0.718 -0.706 0.093 2.444 0.17
H -2.533 -1.629 -0.109 0.492 1.965 -0.592 0.15


4.
16
Properties=species:S:1:pos:R:3:forces:R:3:nbo_charge:R:1 method="wB97M-V/def2-TZVPD" smiles=CC.CC total_charge=0 e_above_lowest_kcal_mol=29.93 homo_lumo_gap_ev=12.36 lumo_energy_ev=1.099 e_homo_ev=-11.3 largest_force_ev_per_a=3.57
C -0.100 -1.851 1.279 1.987 0.799 1.509 -0.59
C -0.755 -0.739 2.098 1.578 -2.139 2.380 -0.62
H 0.734 -1.456 0.719 0.591 0.098 -0.115 0.20
H 0.342 -2.635 2.027 -1.182 1.220 -1.641 0.21
H -0.734 -2.192 0.550 -1.654 -1.687 -1.526 0.20
H -1.214 0.174 1.834 -0.162 0.822 -1.511 0.22
H 0.102 -0.524 2.769 -0.939 0.537 0.294 0.20
H -1.500 -1.296 2.659 -0.213 0.363 0.590 0.20
C 0.930 0.786 -1.888 -1.618 -2.397 1.193 -0.61
C -0.085 1.890 -1.559 1.496 -0.732 1.006 -0.62
H 1.623 0.653 -1.039 0.312 0.230 -0.940 0.21
H 0.317 -0.188 -1.830 1.067 1.059 -0.298 0.19
H 1.321 0.782 -2.882 0.830 0.302 -0.309 0.21
H 0.337 2.379 -0.636 -1.058 0.309 -1.220 0.21
H -0.945 1.307 -1.328 -1.119 0.344 0.628 0.21
H -0.319 2.479 -2.423 0.084 0.872 -0.042 0.21


5.
15
Properties=species:S:1:pos:R:3:forces:R:3:nbo_charge:R:1 method="wB97M-V/def2-TZVPD" total_charge=+1 e_above_lowest_kcal_mol=83.30 homo_lumo_gap_ev=7.81 lumo_energy_ev=-5.200 e_homo_ev=-13.0 largest_force_ev_per_a=4.49
C 1.576 -1.227 -0.051 -2.137 2.245 0.461 -0.26
C -1.114 -1.042 0.142 1.718 -1.730 -0.564 -0.16
C 2.447 -0.184 -0.052 1.499 -3.023 -1.351 -0.04
C -0.953 1.283 0.046 1.163 -2.909 0.645 0.18
C 0.204 -0.625 0.089 -0.540 -3.410 -0.083 0.09
C -1.925 0.153 0.067 -1.368 1.589 -2.204 -0.51
N 2.013 1.114 0.092 -4.161 -0.710 1.518 -0.29
N 0.217 0.726 0.077 3.485 1.781 -0.248 -0.15
H 1.611 -2.305 -0.158 0.913 0.363 0.147 0.28
H -1.533 -2.093 0.076 0.807 1.572 0.281 0.27
H 3.544 -0.475 -0.214 -1.452 1.339 0.383 0.30
H -1.042 2.288 0.006 -0.736 3.063 -0.081 0.24
H -2.342 0.265 -1.085 0.412 -0.380 2.602 0.32
H -2.724 0.240 0.820 -0.026 0.194 -0.601 0.31
H 2.060 1.859 -0.577 0.421 0.017 -0.906 0.42


6.
76
Properties=species:S:1:pos:R:3:forces:R:3:mulliken_charge:R:1 method="wB97M-V/def2-TZVPD" total_charge=+1 homo_lumo_gap_ev=7.81 lumo_energy_ev=-4.425 e_homo_ev=-12.2 largest_force_ev_per_a=0.61
C 0.704 -0.306 1.901 -0.056 -0.118 0.021 -1.28
C 0.977 1.195 1.717 0.064 -0.179 -0.269 -0.11
B -0.249 2.124 1.774 0.031 0.348 0.253 0.28
O -0.239 3.375 2.279 0.134 -0.551 0.222 -0.43
P -2.082 1.567 1.076 0.041 -0.048 0.036 0.00
C -2.938 0.183 1.870 0.003 -0.042 0.040 -0.44
C -4.101 -0.333 1.037 -0.306 -0.331 -0.126 -0.14
F -4.652 -1.422 1.693 0.211 0.330 -0.059 -0.28
H -0.037 -0.502 2.678 0.035 0.010 0.036 0.31
H 1.611 -0.818 2.212 0.069 0.005 -0.019 0.38
H 0.376 -0.794 0.982 -0.085 0.098 -0.025 0.34
H 1.521 1.345 0.774 -0.017 0.083 0.027 0.24
H 1.648 1.570 2.494 0.052 -0.008 -0.015 0.33
H -0.772 3.572 3.058 -0.233 0.418 -0.242 0.34
H -2.026 1.295 -0.297 0.040 -0.008 -0.038 0.18
H -2.929 2.676 1.160 -0.033 0.008 -0.085 0.19
H -2.210 -0.613 2.030 -0.018 -0.022 0.004 0.33
H -3.285 0.538 2.842 0.026 -0.056 0.060 0.43
H -3.765 -0.672 0.052 0.032 0.057 0.053 0.09
H -4.890 0.413 0.908 0.072 0.021 0.044 0.29
C -5.546 -2.949 -1.167 -0.013 -0.008 0.090 -0.70
C -5.311 -3.496 -2.553 -0.015 -0.042 -0.023 -0.11
O -5.337 -2.418 -3.534 0.174 0.018 -0.035 -0.33
C -4.316 -1.592 -3.525 -0.162 0.147 -0.147 0.39
O -3.364 -1.595 -2.793 0.054 -0.005 0.082 -0.58
C -4.486 -0.528 -4.644 -0.044 -0.120 0.057 0.89
F -5.704 0.021 -4.601 0.037 -0.008 0.010 -0.25
F -4.313 -1.087 -5.842 0.002 0.019 0.026 -0.24
F -3.585 0.441 -4.492 0.018 0.014 -0.001 -0.25
H -6.489 -2.405 -1.106 -0.017 -0.027 -0.048 0.37
H -5.575 -3.763 -0.443 -0.005 -0.022 -0.031 0.40
H -4.727 -2.284 -0.900 -0.082 -0.074 0.080 -0.14
H -6.095 -4.171 -2.880 -0.028 0.057 0.005 0.16
H -4.346 -3.997 -2.625 0.002 0.023 -0.029 0.31
C 2.797 4.338 -1.253 0.078 -0.142 -0.028 -1.12
C 3.360 4.756 0.088 -0.252 0.238 -0.043 -0.25
O 4.462 3.919 0.496 -0.055 -0.044 -0.022 -0.32
C 5.625 4.166 -0.097 0.171 -0.105 0.062 0.27
O 5.862 5.011 -0.904 -0.050 0.004 0.007 -0.49
C 6.699 3.185 0.442 -0.119 0.130 -0.031 0.99
F 6.249 1.924 0.419 0.022 -0.003 -0.004 -0.27
F 6.998 3.496 1.712 -0.056 -0.033 -0.021 -0.25
F 7.802 3.260 -0.283 0.010 -0.018 0.010 -0.23
H 2.515 3.283 -1.233 -0.034 0.013 -0.020 0.24
H 1.913 4.935 -1.480 -0.002 0.005 0.014 0.38
H 3.518 4.482 -2.055 0.014 0.033 0.030 0.39
H 2.616 4.636 0.873 0.088 -0.050 0.067 0.29
H 3.678 5.798 0.076 0.114 -0.042 -0.014 0.36
C 10.073 4.029 2.708 0.043 0.013 0.022 -0.96
C 10.585 4.451 4.065 0.010 0.034 0.080 -0.34
O 11.648 3.577 4.523 -0.023 -0.002 -0.062 -0.32
C 12.841 3.794 3.993 0.171 -0.104 0.076 0.32
O 13.149 4.636 3.204 -0.056 0.006 -0.007 -0.51
C 13.863 2.785 4.582 -0.096 0.096 -0.025 0.92
F 13.398 1.532 4.516 0.003 0.008 -0.008 -0.25
F 14.096 3.076 5.869 0.000 -0.015 -0.018 -0.25
F 15.009 2.846 3.919 -0.002 -0.001 0.012 -0.23
H 9.732 2.994 2.731 -0.024 0.015 -0.012 0.30
H 9.234 4.667 2.429 0.022 -0.033 -0.006 0.30
H 10.849 4.133 1.951 -0.011 0.004 -0.005 0.36
H 9.824 4.352 4.836 -0.009 0.007 -0.019 0.32
H 10.958 5.474 4.058 0.017 -0.014 -0.021 0.33
C -11.022 -6.741 -4.351 -0.010 -0.025 0.012 -1.08
C -10.903 -6.461 -2.873 0.002 0.026 0.081 -0.23
O -9.691 -7.052 -2.322 -0.004 -0.013 -0.089 -0.33
C -8.571 -6.403 -2.543 0.209 -0.067 0.108 0.38
O -8.417 -5.357 -3.108 -0.019 0.030 0.003 -0.54
C -7.382 -7.172 -1.905 -0.134 0.070 0.025 0.94
F -7.381 -8.458 -2.245 -0.003 0.009 -0.011 -0.25
F -7.456 -7.085 -0.568 0.010 -0.007 -0.038 -0.27
F -6.225 -6.630 -2.289 -0.001 -0.014 0.006 -0.24
H -11.004 -7.814 -4.540 -0.001 0.004 -0.009 0.31
H -11.972 -6.345 -4.711 0.007 -0.003 -0.019 0.37
H -10.218 -6.264 -4.908 -0.010 0.002 0.000 0.32
H -11.696 -6.933 -2.301 -0.009 0.009 -0.018 0.32
H -10.886 -5.393 -2.658 0.008 -0.005 -0.017 0.32


7.
27
Properties=species:S:1:pos:R:3:forces:R:3:nbo_charge:R:1 method="wB97M-V/def2-TZVPD" smiles=Cc1c[nH]c2ccccc12.CC total_charge=0 e_above_lowest_kcal_mol=4.40 homo_lumo_gap_ev=8.83 lumo_energy_ev=0.942 e_homo_ev=-7.9 largest_force_ev_per_a=1.13
C -0.869 -2.746 -1.160 -0.150 -0.305 0.668 -0.63
C -0.054 -1.953 -0.186 0.113 0.251 -0.556 -0.08
C -0.100 -1.995 1.166 0.640 -0.191 0.295 -0.03
N 0.710 -1.011 1.712 0.057 -0.247 -0.090 -0.56
C 1.297 -0.318 0.678 0.196 0.226 0.464 0.21
C 2.115 0.814 0.717 -0.060 -0.622 -0.598 -0.26
C 2.475 1.359 -0.502 -0.198 0.228 0.725 -0.21
C 1.995 0.861 -1.722 0.032 -0.071 0.281 -0.25
C 1.170 -0.239 -1.736 0.001 -0.771 -0.024 -0.18
C 0.858 -0.879 -0.526 -0.772 0.371 -0.056 -0.13
H -0.266 -3.286 -1.884 0.172 0.115 -0.221 0.22
H -1.581 -2.101 -1.676 0.027 -0.045 -0.146 0.22
H -1.439 -3.509 -0.617 -0.028 0.148 -0.107 0.22
H -0.520 -2.739 1.812 -0.436 -0.037 0.108 0.21
H 0.966 -0.961 2.687 -0.051 0.074 -0.266 0.41
H 2.474 1.191 1.657 0.085 0.302 0.174 0.21
H 3.084 2.244 -0.457 0.264 0.174 -0.312 0.21
H 2.289 1.359 -2.627 -0.019 0.058 -0.296 0.21
H 0.781 -0.688 -2.649 0.127 0.334 -0.017 0.21
C -1.950 1.281 1.222 0.059 -0.451 -0.607 -0.61
C -1.886 2.386 0.185 -0.504 0.755 -0.666 -0.61
H -0.967 1.007 1.595 0.149 0.057 -0.041 0.21
H -2.584 1.450 2.083 -0.230 0.348 0.066 0.20
H -2.334 0.407 0.687 -0.018 -0.139 0.359 0.20
H -1.336 3.291 0.444 0.168 -0.125 0.353 0.20
H -2.868 2.751 -0.152 -0.023 -0.228 0.453 0.20
H -1.460 2.025 -0.749 0.399 -0.209 0.058 0.21


8.
14
Properties=species:S:1:pos:R:3:forces:R:3:nbo_charge:R:1 method="wB97M-V/def2-TZVPD" total_charge=+1 e_above_lowest_kcal_mol=76.48 homo_lumo_gap_ev="7.72 / 7.05" lumo_energy_ev="-5.686 / -5.645" e_homo_ev="-13.4 / -12.7" largest_force_ev_per_a=3.76
C 0.421 -0.148 -0.201 1.574 0.104 -0.691 0.01
C -0.158 1.135 -0.369 -2.682 -1.468 1.084 0.03
N -1.384 -1.598 0.237 -3.113 -0.950 1.793 -0.66
N -0.082 -1.379 0.027 3.624 0.840 -0.549 -0.30
N -1.496 1.481 -0.171 1.231 0.848 -0.285 -0.69
S 4.228 0.179 0.075 -1.196 -2.109 2.687 -0.06
H 1.574 -0.130 -0.329 -2.085 -0.192 0.320 0.26
H 0.582 1.879 -0.600 -0.350 0.570 -0.006 0.24
H 4.642 0.900 -0.843 1.202 2.104 -2.690 0.08
H -1.651 -1.359 1.239 0.371 -0.719 -1.608 0.38
H 0.695 -2.086 0.152 -1.649 0.558 -0.042 0.41
H -2.304 0.854 0.008 1.434 0.226 -0.272 0.44
H -1.761 -2.551 -0.035 1.069 1.627 0.423 0.41
H -1.759 2.494 -0.179 0.569 -1.440 -0.165 0.43


Please write out number 5 again, unchanged.
15
Properties=species:S:1:pos:R:3:forces:R:3:nbo_charge:R:1 method="wB97M-V/def2-TZVPD" total_charge=+1 e_above_lowest_kcal_mol=83.30 homo_lumo_gap_ev=7.81 lumo_energy_ev=-5.200 e_homo_ev=-13.0 largest_force_ev_per_a=4.49
C 1.576 -1.227 -0.051 -2.137 2.245 0.461 -0.26
C -1.114 -1.042 0.142 1.718 -1.730 -0.564 -0.16
C 2.447 -0.184 -0.052 1.499 -3.023 -1.351 -0.04
C -0.953 1.283 0.046 1.163 -2.909 0.645 0.18
C 0.204 -0.625 0.089 -0.540 -3.410 -0.083 0.09
C -1.925 0.153 0.067 -1.368 1.589 -2.204 -0.51
N 2.013 1.114 0.092 -4.161 -0.710 1.518 -0.29
N 0.217 0.726 0.077 3.485 1.781 -0.248 -0.15
H 1.611 -2.305 -0.158 0.913 0.363 0.147 0.28
H -1.533 -2.093 0.076 0.807 1.572 0.281 0.27
H 3.544 -0.475 -0.214 -1.452 1.339 0.383 0.30
H -1.042 2.288 0.006 -0.736 3.063 -0.081 0.24
H -2.342 0.265 -1.085 0.412 -0.380 2.602 0.32
H -2.724 0.240 0.820 -0.026 0.194 -0.601 0.31
H 2.060 1.859 -0.577 0.421 0.017 -0.906 0.42